[1]
{
  "formula": "C7H10F3N3",
  "method": "ωB97M-V/def2-TZVPD",
  "species": ["C", "C", "C", "C", "C", "C", "C", "N", "N", "N", "F", "F", "F", "H", "H", "H", "H", "H", "H", "H", "H", "H", "H"],
  "positions_angstrom": [[0.3935, 0.4560, -2.2714], [-0.5961, -1.3307, -0.2035], [-0.8712, -0.0698, 0.2884], [1.6901, 1.2220, -2.3856], [0.6926, 1.0520, 1.9281], [-0.6682, 0.3358, 1.7292], [-0.5280, -2.5536, 0.5758], [-0.0664, -0.6245, -2.1740], [-0.6840, -1.5536, -1.6231], [-1.2947, 0.9975, -0.4561], [-0.4024, -3.6749, -0.0666], [0.5984, -2.5881, 1.3364], [-1.6332, -2.6966, 1.3761], [1.9652, 1.3971, -1.3345], [1.4756, 2.2100, -2.7033], [2.4782, 0.6798, -2.9916], [0.7424, 2.0710, 1.3370], [1.5003, 0.4961, 1.3020], [1.1338, 1.2141, 2.9136], [-1.5524, 0.9679, 2.1130], [-0.7117, -0.6079, 2.2951], [-2.0472, 0.7827, -1.0958], [-1.6146, 1.8175, 0.1108]],
  "mulliken_charge": [0.49, 0.30, 0.32, -0.94, -0.97, -0.89, 0.76, 0.62, -1.30, -0.44, -0.29, -0.26, -0.27, 0.20, 0.33, 0.31, 0.24, 0.24, 0.38, 0.38, 0.27, 0.24, 0.28],
  "homo_ev": -7.9,
  "total_energy_ev": -20040.1233,
  "total_charge": 0,
  "fmax_ev_per_a": 3.71,
  "e_lumo_ev": 0.54
}



[2]
{
  "formula": "C6H12FN",
  "method": "ωB97M-V/def2-TZVPD",
  "species": ["C", "C", "C", "F", "C", "C", "N", "C", "H", "H", "H", "H", "H", "H", "H", "H", "H", "H", "H", "H"],
  "positions_angstrom": [[0.5408, -1.9665, 0.2047], [0.7311, -0.4837, 0.0824], [1.6753, 0.0319, 1.1612], [2.9082, -0.6023, 1.0669], [-0.5879, 0.2647, 0.1658], [-0.6151, 1.7722, -0.2290], [-1.8844, 1.5380, -0.9349], [-1.5714, 0.0814, -0.9870], [0.0893, -2.2256, 1.1610], [-0.1079, -2.2944, -0.5807], [1.4608, -2.5437, 0.2603], [1.2276, -0.2976, -0.8650], [1.2807, -0.1633, 2.1998], [1.8840, 1.1286, 1.0463], [-1.1250, 0.0889, 1.1351], [-0.6616, 2.4766, 0.5709], [0.2666, 2.0118, -0.9505], [-1.9900, 2.0386, -1.8251], [-1.1152, -0.2833, -1.8833], [-2.4059, -0.5724, -0.7988]],
  "mulliken_charge": [-1.65, 0.44, -0.51, -0.31, -0.04, -0.55, -0.50, -0.64, 0.39, 0.37, 0.41, 0.24, 0.30, 0.26, 0.30, 0.35, 0.27, 0.23, 0.33, 0.32],
  "homo_ev": -9.1,
  "total_energy_ev": -10623.0713,
  "total_charge": 0,
  "fmax_ev_per_a": 1.89,
  "e_above_lowest_ev": 1.091,
  "e_lumo_ev": 1.06
}



[3]
{
  "formula": "CHF3NOS2Tb",
  "method": "ωB97M-V/def2-TZVPD",
  "species": ["N", "S", "S", "C", "F", "F", "F", "Tb", "O", "H"],
  "positions_angstrom": [[-0.5184, -1.2814, -1.6615], [-1.9883, -1.2912, -0.6692], [0.2345, 0.0957, -1.8285], [0.9568, -0.1077, 1.3867], [0.7564, 0.2191, 2.6975], [1.2542, -1.4320, 1.4506], [2.1398, 0.5273, 1.1283], [-1.5756, 1.0037, 0.5394], [0.0694, 1.3389, -0.8516], [-1.3287, 0.9276, -2.1918]],
  "mulliken_charge": [-0.17, -0.24, 0.34, 0.40, -0.21, -0.26, -0.25, 0.84, -0.44, 0.00],
  "homo_ev": [-7.7, -8.1],
  "s2": 12.93,
  "total_energy_ev": -56841.3196,
  "spin_multiplicity": 7,
  "total_charge": 0,
  "fmax_ev_per_a": 3.13,
  "e_lumo_ev": [-2.72, -1.51]
}



[4]
{
  "formula": "C17H47Ag2NO19P3",
  "method": "ωB97M-V/def2-TZVPD",
  "species": ["Ag", "Ag", "N", "O", "O", "O", "C", "O", "P", "O", "O", "C", "O", "C", "H", "H", "H", "H", "H", "H", "H", "H", "H", "C", "O", "P", "O", "O", "C", "O", "C", "H", "H", "H", "H", "H", "H", "H", "H", "H", "C", "O", "P", "O", "O", "C", "O", "C", "H", "H", "H", "H", "H", "H", "H", "H", "H", "C", "O", "C", "C", "O", "C", "H", "H", "H", "H", "H", "H", "H", "H", "H", "H", "C", "O", "C", "C", "O", "C", "H", "H", "H", "H", "H", "H", "H", "H", "H", "H"],
  "positions_angstrom": [[5.5241, -4.1399, -3.3407], [6.1329, -4.2082, 2.3227], [1.9432, -1.1304, -1.6867], [2.8718, -1.5048, -0.9387], [2.0899, -1.0580, -2.9166], [0.8936, -0.7805, -1.1984], [-3.4366, -0.6397, -6.1277], [-3.7330, 0.0456, -7.2964], [-2.9952, -0.2468, -8.7014], [-3.3136, 0.5967, -9.8925], [-1.4055, -0.1409, -8.3515], [-0.8705, 1.1278, -7.9040], [-3.2884, -1.8662, -8.9184], [-4.6249, -2.3994, -8.9310], [-2.7729, -0.0577, -5.4883], [-2.9378, -1.5901, -6.3180], [-4.3376, -0.7679, -5.5278], [0.1392, 1.4085, -8.2039], [-0.8453, 1.0820, -6.8152], [-1.4091, 1.9718, -8.3348], [-4.6777, -3.2021, -8.1955], [-4.7080, -2.7921, -9.9444], [-5.3225, -1.5972, -8.6904], [-7.4641, 0.0059, 6.7713], [-7.3180, -0.5201, 5.4456], [-5.8238, -0.6027, 4.7165], [-4.6949, -0.7568, 5.6775], [-5.9325, -1.8389, 3.6844], [-6.8906, -1.8292, 2.6230], [-5.7398, 0.6911, 3.7657], [-4.7016, 0.6238, 2.8155], [-6.5314, 0.2517, 7.2790], [-8.0507, -0.5972, 7.4643], [-8.0535, 0.9154, 6.6549], [-7.6177, -2.6360, 2.7153], [-6.4013, -2.1030, 1.6883], [-7.4602, -0.9226, 2.4189], [-4.9723, -0.0775, 2.0262], [-3.7587, 0.2143, 3.1781], [-4.3454, 1.5904, 2.4594], [6.9295, 1.7063, 7.3394], [7.5084, 2.2739, 6.1662], [6.7270, 1.9661, 4.7807], [6.5783, 0.5242, 4.3661], [5.2582, 2.6975, 4.9785], [4.0744, 2.4062, 4.2696], [7.4584, 2.9354, 3.7102], [7.4098, 2.6818, 2.3023], [6.0294, 1.1038, 7.2175], [6.6341, 2.5545, 7.9568], [7.7069, 1.1869, 7.8997], [3.3499, 2.0157, 4.9842], [4.2474, 1.6285, 3.5256], [3.5900, 3.2954, 3.8661], [6.5097, 2.1309, 2.0294], [8.2585, 2.2007, 1.8160], [7.2979, 3.6453, 1.8051], [1.2421, -5.2273, 4.3494], [0.7764, -5.9777, 3.2746], [-0.5707, -5.5899, 2.7998], [-0.9367, -6.2184, 1.4219], [-0.8278, -7.6026, 1.5189], [-1.0014, -8.2748, 0.2578], [0.4109, -5.2405, 5.0544], [1.3816, -4.1754, 4.1000], [2.1897, -5.6773, 4.6454], [-0.6395, -4.5166, 2.6225], [-1.3819, -5.8533, 3.4785], [-0.2673, -5.7098, 0.7281], [-1.9874, -5.9650, 1.2810], [-1.9422, -7.9803, -0.2074], [-0.9573, -9.3571, 0.3791], [-0.2198, -7.9594, -0.4334], [0.0540, 6.6579, -1.1326], [1.3865, 6.6170, -1.7559], [1.6023, 5.3409, -2.3180], [3.0402, 5.2502, -2.8791], [3.1223, 6.1153, -3.9872], [4.3564, 6.0976, -4.6632], [0.0418, 6.0318, -0.2405], [-0.6645, 6.3220, -1.8803], [-0.2888, 7.6448, -0.8218], [0.9248, 5.0815, -3.1314], [1.4300, 4.5552, -1.5824], [3.3457, 4.2278, -3.1013], [3.7149, 5.5561, -2.0796], [4.1716, 6.5967, -5.6144], [4.6720, 5.1098, -4.9989], [5.0951, 6.6489, -4.0813]],
  "mulliken_charge": [0.84, 0.94, 1.02, -0.64, -0.61, -0.54, -0.68, -0.28, 1.07, -0.68, -0.32, -0.68, -0.33, -0.62, 0.26, 0.34, 0.27, 0.28, 0.24, 0.33, 0.22, 0.24, 0.34, -0.68, -0.33, 1.09, -0.70, -0.28, -0.82, -0.28, -0.70, 0.31, 0.25, 0.27, 0.31, 0.33, 0.35, 0.26, 0.32, 0.29, -0.64, -0.35, 1.03, -0.67, -0.31, -0.62, -0.31, -0.59, 0.32, 0.27, 0.27, 0.26, 0.30, 0.24, 0.25, 0.26, 0.29, -0.66, -0.31, -0.55, -0.53, -0.30, -0.73, 0.31, 0.27, 0.20, 0.40, 0.35, 0.33, 0.36, 0.30, 0.25, 0.30, -0.71, -0.31, -0.51, -0.55, -0.29, -0.78, 0.28, 0.30, 0.27, 0.33, 0.41, 0.40, 0.30, 0.26, 0.31, 0.29],
  "homo_ev": -10.0,
  "total_energy_ev": -94633.4732,
  "total_charge": 1,
  "fmax_ev_per_a": 2.83,
  "e_above_lowest_ev": 4.507,
  "e_lumo_ev": -7.49
}



Question: Number 3 is which compound?
Answer: CHF3NOS2Tb